Entry 1:
A molecular structure, C20H30N5PtS in a non-equilibrium geometry. Source: the Open Molecules 2025 dataset; level of theory: ωB97M-V/def2-TZVPD.

Summary:
multiplicity	1
energy above the lowest of the compared OMol25 structures with the same formula, charge and spin	180.0	kJ/mol
total charge	+3
highest occupied orbital energy (alpha / beta)	-16.592 / -16.593	eV
E_LUMO (alpha / beta)	-10.960 / -10.986	eV
HOMO-LUMO gap (alpha / beta)	5.632 / 5.607	eV

Geometry as XYZ:
```
57
Properties=species:S:1:pos:R:3:forces:R:3:mulliken_charge:R:1
Pt 1.6721 0.2848 -1.5468 0.067 0.447 -1.489 0.656
N -0.6642 2.2961 -4.2759 0.126 -0.011 -0.405 0.023
C -1.4784 2.6999 -3.2342 0.324 -0.299 0.570 0.440
C -2.5952 3.5180 -3.1791 -0.314 0.182 0.108 -1.113
C -3.1580 3.7268 -1.9330 0.081 -0.026 -0.209 -0.536
C -2.6396 3.1182 -0.7805 0.062 -0.035 0.043 -0.727
C -1.5318 2.2996 -0.8385 0.103 -0.042 -0.111 -0.379
C -0.9327 2.0999 -2.0840 -0.661 0.367 0.332 0.759
N 0.1671 1.3718 -2.4576 1.369 -0.810 -1.406 -0.324
C 0.3080 1.5156 -3.7877 -1.055 0.491 1.144 0.218
C 1.3803 0.8693 -4.4577 0.790 -0.343 -1.452 0.343
C 1.7490 0.8749 -5.7778 -0.355 0.148 0.565 -0.212
S 3.1234 -0.0907 -6.0237 0.017 -0.159 0.602 0.036
C 3.1598 -0.4691 -4.3548 0.533 -0.340 -0.339 -0.107
N 2.2063 0.0900 -3.6730 -1.442 0.876 2.004 -0.391
H -0.7907 2.5500 -5.2455 0.031 0.000 0.027 0.244
H -3.0221 3.9778 -4.0603 0.068 0.007 -0.023 0.429
H -4.0135 4.3810 -1.8423 -0.032 -0.036 -0.024 0.425
H -3.1215 3.3079 0.1693 0.017 0.009 -0.008 0.430
H -1.1236 1.8397 0.0537 0.009 0.022 0.055 0.367
H 1.2747 1.4048 -6.5896 0.057 -0.036 -0.041 0.369
H 3.9090 -1.1209 -3.9288 -0.009 0.039 0.023 0.435
C 1.8188 -0.6686 2.3278 0.873 -0.351 0.119 -0.879
C 2.9825 -0.1501 1.4685 0.280 0.167 -0.110 0.816
C 4.2447 -0.7882 2.0718 -0.195 0.110 0.292 -1.656
C 2.9365 -0.4665 -0.0394 -0.829 -0.357 -0.272 -1.541
H 2.0419 -0.4917 3.3799 -0.134 0.037 0.017 0.446
H 1.6684 -1.7364 2.1821 -0.082 0.013 -0.054 0.247
H 0.4322 0.0475 0.9856 -0.097 -0.066 0.505 -0.498
H 3.0840 0.9328 1.6043 -0.173 -0.002 0.079 0.257
H 4.2117 -1.8761 1.9995 0.023 -0.016 -0.039 0.424
H 4.3425 -0.5093 3.1224 0.120 -0.067 0.017 0.458
H 5.1290 -0.4317 1.5496 -0.012 -0.013 -0.032 0.429
H 2.9020 -1.5506 -0.1898 0.312 -0.017 0.234 0.450
H 3.8568 -0.0653 -0.4798 0.154 -0.151 0.239 0.545
C -3.8132 -1.3800 2.5463 0.171 0.094 -0.102 -1.036
C -2.4974 -2.0884 2.8665 -0.786 -0.306 0.326 -0.808
N -1.3613 -1.4931 2.1309 0.436 0.756 0.178 0.272
C -1.1921 -1.9992 0.7645 0.309 -0.474 -0.875 -0.086
C -0.3520 -3.2745 0.6953 -0.073 0.013 0.311 -0.971
C -0.6715 -0.5663 2.6907 -0.265 -0.614 0.149 0.727
C -0.9436 -0.0710 4.0586 0.078 0.314 0.340 -1.821
N 0.4922 0.0178 2.0335 -0.207 0.225 -1.036 0.750
H -4.6034 -1.8351 3.1406 0.013 -0.022 0.008 0.409
H -4.0839 -1.4843 1.4962 -0.011 0.001 0.006 0.361
H -3.7711 -0.3183 2.7920 -0.039 -0.002 0.017 0.311
H -2.5627 -3.1340 2.5684 0.185 0.012 -0.054 0.361
H -2.2960 -2.0636 3.9342 0.120 -0.057 -0.082 0.524
H -0.7692 -1.2380 0.1049 -0.026 0.141 0.145 -0.242
H -2.1917 -2.2119 0.3876 -0.050 0.132 0.116 0.473
H 0.6812 -3.1032 0.9905 0.028 -0.009 -0.061 0.160
H -0.3581 -3.6484 -0.3265 -0.029 0.040 -0.016 0.431
H -0.7639 -4.0524 1.3381 0.004 -0.026 -0.039 0.356
H -0.6369 -0.8010 4.8164 0.059 -0.035 -0.093 0.426
H -2.0070 0.1154 4.2131 0.040 0.012 -0.070 0.458
H -0.4044 0.8542 4.2610 0.008 -0.009 0.016 0.417
H 0.5769 0.9839 2.3626 0.005 0.074 -0.146 0.639
```
Forces are in eV/Å.

=====

Entry 2:
A gas-phase ion, C20H30NO3 (charge +1) in a non-equilibrium geometry. Source: the Open Molecules 2025 dataset; level of theory: ωB97M-V/def2-TZVPD.

Summary:
multiplicity	1
energy above the lowest of the compared OMol25 structures with the same formula, charge and spin	7.3	kJ/mol
SMILES string	CC(C)[N@@+]1(C)[C@@H]2CC[C@H]1C[C@H](OC(=O)[C@H](CO)c1ccccc1)C2
total charge	+1
highest occupied orbital energy	-11.611	eV
E_LUMO	-2.239	eV
HOMO-LUMO gap	9.373	eV

Geometry as XYZ:
```
54
Properties=species:S:1:pos:R:3:forces:R:3:mulliken_charge:R:1
C 2.6913 -2.2175 -0.0110 -0.192 0.055 0.086 -1.799
C 2.1261 -0.9619 0.6469 0.453 0.152 -0.674 1.292
C 3.2442 0.0582 0.8402 -0.210 -0.021 0.087 -1.661
N 1.3863 -1.2623 1.9352 0.116 0.006 -0.090 0.186
C 2.3249 -1.8597 2.9035 0.462 -0.285 0.474 -1.082
C 0.7124 -0.0668 2.5474 -0.412 0.935 0.402 0.221
C -0.2004 -0.6664 3.6257 0.106 -0.039 0.129 -0.863
C -0.5521 -2.0639 3.0934 0.082 -0.101 0.104 -0.842
C 0.1952 -2.1626 1.7567 -0.787 -0.694 -0.246 -0.147
C -0.6846 -1.6692 0.6167 0.004 0.078 -0.053 -1.264
C -1.1448 -0.2060 0.7954 -0.061 -0.277 0.144 0.530
O -1.3178 0.3787 -0.4911 -0.058 0.344 0.256 -0.004
C -2.2740 -0.1478 -1.2786 -0.084 -0.004 -0.232 0.149
O -3.0748 -0.9527 -0.8913 -0.123 -0.121 0.087 -0.605
C -2.0911 0.3183 -2.7070 0.221 -0.207 0.057 0.269
C -0.8870 -0.4974 -3.2375 -0.413 -0.004 -0.289 -1.195
O 0.3007 -0.2569 -2.5220 0.553 0.106 -0.045 -0.470
C -1.9196 1.8205 -2.7776 -0.040 0.027 -0.012 0.542
C -0.9999 2.4420 -3.6121 -0.069 -0.097 0.031 -0.321
C -0.9003 3.8242 -3.6431 0.049 0.116 -0.022 -0.896
C -1.7172 4.6025 -2.8439 0.054 0.037 -0.046 -0.447
C -2.6460 3.9919 -2.0173 -0.083 -0.022 0.055 -0.881
C -2.7459 2.6138 -1.9865 0.077 0.048 -0.111 -0.234
C -0.1161 0.6844 1.5104 -0.024 -0.060 -0.278 -1.695
H 2.9955 -1.9519 -1.0203 0.003 0.047 -0.058 0.444
H 1.9574 -3.0124 -0.0997 -0.071 -0.119 -0.037 0.372
H 3.5702 -2.5966 0.5033 0.064 -0.041 0.057 0.452
H 1.3989 -0.5341 -0.0412 -0.042 -0.070 0.163 -0.336
H 3.6058 0.3428 -0.1446 0.000 0.003 -0.075 0.450
H 2.9078 0.9641 1.3357 -0.008 0.127 0.048 0.374
H 4.0903 -0.3525 1.3841 0.071 -0.027 0.053 0.398
H 2.7503 -2.7693 2.4886 -0.058 0.030 -0.042 0.373
H 3.1239 -1.1573 3.1249 -0.055 0.031 -0.043 0.385
H 1.8238 -2.1102 3.8312 -0.099 0.043 -0.047 0.477
H 1.4628 0.5991 2.9756 0.044 -0.140 -0.098 0.567
H -1.0859 -0.0495 3.7560 0.037 0.078 -0.003 0.432
H 0.2984 -0.7130 4.5927 -0.022 0.001 -0.019 0.347
H -1.6213 -2.1785 2.9337 0.006 -0.060 -0.057 0.420
H -0.2487 -2.8500 3.7832 -0.015 0.022 -0.009 0.370
H 0.5303 -3.1805 1.5543 0.123 0.131 0.012 0.628
H -0.1781 -1.7582 -0.3460 0.016 0.004 0.014 0.229
H -1.5659 -2.3101 0.5588 0.132 -0.009 0.052 0.611
H -2.1078 -0.1892 1.3196 0.165 -0.021 -0.022 0.463
H -2.9767 0.0185 -3.2763 0.069 -0.053 0.136 0.544
H -0.7532 -0.2927 -4.3061 -0.052 -0.061 0.074 0.423
H -1.0977 -1.5640 -3.1232 -0.041 0.105 -0.086 0.487
H 0.5035 0.6842 -2.6059 0.018 -0.064 0.072 0.404
H -0.3678 1.8667 -4.2729 0.071 -0.112 -0.075 0.394
H -0.1837 4.2906 -4.3023 0.058 0.049 -0.056 0.411
H -1.6390 5.6782 -2.8723 0.009 0.100 -0.002 0.412
H -3.2989 4.5908 -1.4008 -0.064 0.059 0.055 0.409
H -3.4822 2.1418 -1.3514 -0.098 -0.018 0.107 0.470
H 0.5134 1.1506 0.7522 0.035 0.006 0.033 0.320
H -0.6351 1.4991 2.0167 0.088 -0.012 0.041 0.486
```
Forces are in eV/Å.

=====

Entry 3:
A molecular structure, C20H31Cl3N7NaO5S in a non-equilibrium geometry. Source: the Open Molecules 2025 dataset; level of theory: ωB97M-V/def2-TZVPD.

Summary:
multiplicity	1
energy above the lowest of the compared OMol25 structures with the same formula, charge and spin	21.2	kJ/mol
total charge	-2
highest occupied orbital energy (alpha / beta)	-3.469 / -1.839	eV
E_LUMO (alpha / beta)	3.731 / 3.036	eV
HOMO-LUMO gap (alpha / beta)	7.201 / 4.876	eV

Geometry as XYZ:
```
68
Properties=species:S:1:pos:R:3:forces:R:3:mulliken_charge:R:1
Na -0.7350 -1.3548 0.8749 -0.347 -0.750 0.108 0.908
N -1.1234 -0.2388 -2.5092 0.199 -0.241 0.312 -0.227
C -2.3798 -0.8026 -2.9755 -0.125 -0.247 -0.303 -0.493
C -3.6245 -0.3863 -2.1975 -0.257 -0.519 -1.407 0.421
O -4.7366 -0.6274 -2.6765 0.360 0.084 0.298 -0.707
N -3.4018 0.2421 -1.0282 -0.323 0.439 1.159 -0.113
C -4.3447 0.1300 -0.0372 -0.402 0.411 -0.745 -0.905
C -3.9194 -1.1263 1.0364 -0.181 -0.201 0.206 0.461
O -4.8239 -1.3571 1.8096 -0.494 0.077 0.291 -0.707
O -2.8075 -1.5765 0.8524 -0.013 -0.418 -0.331 -0.594
H -1.1742 -0.1338 -1.4970 0.072 0.067 -0.171 -0.223
H -0.3872 -0.9239 -2.6672 -0.119 0.062 0.071 0.371
H -2.5272 -0.5352 -4.0327 -0.146 -0.068 0.238 0.324
H -2.3801 -1.9026 -2.9298 -0.050 0.084 -0.004 0.256
H -4.3477 0.9774 0.6492 0.079 -0.057 0.066 0.347
H -5.3469 -0.1643 -0.3697 0.194 -0.069 0.059 0.474
N 0.4475 -3.3691 1.7206 0.270 -0.093 -0.291 -0.198
C 0.0692 -3.6688 3.0841 0.107 -0.007 0.404 -0.647
C -0.1494 -2.3632 3.8468 0.188 -0.431 0.524 -0.628
N -1.2139 -1.6018 3.2463 -0.245 0.252 0.186 -0.221
H 0.7709 -4.2073 1.2525 -0.119 0.054 -0.167 0.120
H 1.2323 -2.7144 1.7515 0.095 -0.036 -0.085 0.086
H 0.8417 -4.2604 3.6200 -0.321 0.121 -0.038 0.350
H -0.8638 -4.2450 3.0691 0.051 -0.058 0.133 0.341
H 0.7633 -1.7703 3.7641 0.069 -0.036 0.118 0.325
H -0.3276 -2.6032 4.9178 0.158 0.045 -0.255 0.364
H -1.2936 -0.6698 3.6351 0.033 0.027 -0.076 0.063
H -2.1089 -2.0615 3.3581 -0.096 0.037 -0.191 0.144
C -1.0896 2.8493 -2.4822 -0.210 0.215 0.181 -0.704
C -1.6788 3.3132 -1.1573 0.186 0.288 -0.275 -0.718
N -1.7196 2.2754 -0.1543 0.260 -0.238 -0.033 0.542
C -1.2801 2.3872 1.0997 -0.065 0.577 0.247 0.249
S -2.0845 1.7198 2.3919 -0.447 -0.582 0.588 -0.466
N -0.2107 3.2039 1.3806 0.040 0.010 -0.069 -0.177
C 1.0209 3.1455 0.6123 0.314 0.258 -0.178 0.661
C 1.6903 4.5140 0.5508 -0.092 -0.258 -0.094 -1.543
H -1.1364 3.6593 -3.2061 0.001 0.164 -0.148 0.406
H -1.6452 1.9956 -2.8540 0.076 -0.020 -0.105 0.124
H -0.0580 2.5312 -2.3717 0.142 -0.086 -0.005 0.090
H -2.7181 3.6308 -1.3355 0.150 0.071 0.060 0.429
H -1.1320 4.1744 -0.7625 -0.086 -0.082 0.018 0.409
H -2.3547 1.4882 -0.3864 0.215 0.235 0.192 -0.290
H -0.0446 3.2151 2.3806 -0.178 -0.053 -0.197 0.325
H 0.7913 2.7875 -0.3884 0.057 -0.080 0.044 -0.250
H 1.7094 2.4204 1.0614 -0.164 0.057 -0.126 0.037
H 1.0495 5.2399 0.0550 -0.096 0.095 -0.057 0.341
H 2.6266 4.4416 0.0029 0.159 0.017 -0.044 0.361
H 1.9034 4.8807 1.5525 0.057 0.067 0.136 0.317
O 2.3315 -1.1686 1.8891 0.232 -0.236 0.423 -0.929
C 2.0086 -0.3724 0.9922 0.630 0.233 -0.047 0.419
O 0.8576 -0.1040 0.6012 0.208 0.788 -0.594 -0.356
C 3.1611 0.3735 0.3191 -0.114 -0.112 0.095 -0.169
C 3.0636 0.8215 -0.9917 -0.053 -0.009 0.076 0.194
C 4.1219 1.4977 -1.5733 0.077 0.082 -0.172 -0.726
C 5.2753 1.7495 -0.8457 0.150 0.144 -0.099 -0.350
C 5.3743 1.3110 0.4649 0.136 0.057 0.032 -0.538
C 4.3263 0.6124 1.0369 -0.042 -0.021 0.076 -0.321
H 2.1565 0.6328 -1.5476 -0.120 -0.035 0.003 0.383
H 4.0522 1.8310 -2.6017 -0.019 -0.003 -0.019 0.397
H 6.0994 2.2888 -1.3002 -0.021 -0.014 -0.012 0.352
H 6.2737 1.5097 1.0376 -0.009 -0.009 -0.010 0.380
H 4.3921 0.2450 2.0517 -0.043 -0.065 0.019 0.400
Cl -0.7857 -6.7436 -3.0552 -0.208 0.018 0.013 -0.181
C 0.4146 -5.6775 -2.4161 0.016 -0.887 0.175 0.238
Cl 1.7603 -5.2670 -4.3539 0.409 0.047 -0.545 -0.578
Cl 1.5096 -6.4330 -1.3101 0.143 -0.079 0.177 -0.188
C 0.0391 -4.3894 -2.0830 -0.184 0.852 0.040 0.010
N -0.1805 -3.2735 -1.8719 -0.144 0.067 0.124 -0.273
```
Forces are in eV/Å.

=====

Entry 4:
2 unconnected molecules or ions with the total composition C20H31F9NO7S in a non-equilibrium geometry. Source: the Open Molecules 2025 dataset; level of theory: ωB97M-V/def2-TZVPD.

Summary:
multiplicity	2
total charge	0
highest occupied orbital energy (alpha / beta)	-8.693 / -9.812	eV
⟨S²⟩	0.7542
E_LUMO (alpha / beta)	0.116 / -0.011	eV
HOMO-LUMO gap (alpha / beta)	8.810 / 9.801	eV

Geometry as XYZ:
```
69
Properties=species:S:1:pos:R:3:forces:R:3:mulliken_spin:R:1
C -0.1528 -0.6906 2.4437 0.199 0.431 -0.378 -0.004
C -0.8088 -0.2258 1.0357 1.874 0.187 1.652 -0.019
C -0.1585 -1.1705 -0.0708 0.058 -0.058 0.403 0.029
C -0.4673 1.3242 0.9003 -0.561 -0.627 0.206 0.065
C -1.1723 2.0464 -0.3394 0.181 0.502 1.435 -0.004
C -1.4558 3.5599 0.0908 0.554 0.661 0.066 -0.003
C -2.7764 3.8230 0.9316 0.275 0.916 0.891 0.001
C -2.5455 3.8707 2.5323 -1.484 1.250 -0.614 0.001
O -2.8890 2.6264 3.1861 1.624 0.581 0.104 0.002
S -0.0668 2.1630 -1.8665 -4.764 -2.021 -5.643 -0.001
O -0.9243 2.8958 -2.8848 2.427 -0.454 3.175 0.000
O 0.2475 0.8310 -2.4789 0.780 2.642 2.616 0.000
C 1.4525 3.2101 -1.6472 2.077 2.315 -1.744 0.000
F 1.1926 4.5359 -1.2130 0.288 -2.960 -0.266 0.000
F 1.9486 3.3954 -2.9648 -1.368 -0.787 2.577 0.000
C 2.6634 2.5636 -0.8258 2.086 -0.745 -1.026 0.000
F 3.8384 2.7290 -1.6049 -2.276 -0.169 1.616 0.000
F 2.5591 1.1596 -0.6776 -0.362 2.912 0.066 0.000
C 3.0023 3.2654 0.5650 1.358 0.527 1.112 0.000
F 3.7814 4.4190 0.3223 -1.995 -2.137 0.364 0.000
F 1.9024 3.5902 1.3533 1.622 -0.453 -1.651 0.000
C 3.9477 2.3279 1.4824 1.102 -0.135 2.006 0.000
F 4.4346 3.1013 2.5573 -1.154 -1.399 -2.288 0.000
F 3.2259 1.2832 2.0806 1.516 1.980 -1.711 0.000
F 5.0665 1.8657 0.8122 -2.587 0.612 1.135 0.000
C -2.4734 1.2704 -0.8515 0.252 0.462 -0.903 0.010
C -3.0869 0.1491 0.0833 -2.931 -0.894 -0.878 0.004
C -4.5171 0.5816 0.7186 0.494 1.037 0.786 0.019
C -3.4619 -1.1147 -0.8753 -0.884 -0.253 0.063 0.030
N -2.2738 -0.3440 1.2125 0.743 -1.540 -1.144 0.320
O -2.6571 -1.4983 1.6774 0.054 1.425 -0.147 0.569
H 0.9699 -0.4806 2.4115 -1.458 -0.198 0.003 0.000
H -0.2830 -1.8028 2.6001 -0.040 1.422 -0.131 0.000
H -0.6109 -0.0975 3.3090 0.572 -0.922 -1.186 -0.004
H -0.1700 -2.2345 0.3544 -0.046 1.463 -0.797 -0.003
H 0.9305 -0.8442 -0.1864 -1.497 -0.503 0.045 0.002
H -0.6644 -1.1458 -1.0836 0.698 0.093 1.277 -0.004
H 0.6580 1.4266 0.9520 -1.280 0.019 -0.340 0.005
H -0.8760 1.8255 1.8477 0.489 -0.680 -1.394 -0.013
H -0.5709 3.8798 0.7512 -1.216 -0.413 -0.928 -0.001
H -1.4290 4.2879 -0.7943 -0.228 -1.380 1.032 0.000
H -3.1203 4.8881 0.6725 0.523 -1.532 0.268 0.000
H -3.6594 3.1558 0.7001 1.189 0.604 0.276 0.001
H -1.5219 4.2774 2.8150 -1.042 -0.776 -0.488 0.000
H -3.3017 4.6504 2.9121 1.092 -0.993 -0.458 0.000
H -2.1987 2.4955 3.8723 -0.861 -0.111 -0.554 0.000
H -3.2831 2.0489 -1.0809 1.239 -1.129 0.385 0.003
H -2.2548 0.7892 -1.8695 -0.105 0.689 1.570 -0.002
H -5.0947 1.2779 0.0222 0.676 -1.202 0.686 0.001
H -5.1390 -0.3142 1.0293 0.878 1.071 -0.633 -0.003
H -4.3427 1.1834 1.6822 -0.113 -0.827 -1.381 0.001
H -4.4274 -1.6047 -0.4971 1.517 0.689 -0.423 -0.003
H -2.6774 -1.9286 -0.8598 -0.773 1.145 -0.187 -0.003
H -3.7075 -0.7790 -1.9424 0.607 -0.369 1.467 0.002
C 4.7542 -4.8306 -0.8531 -0.150 -0.193 0.209 0.000
C 4.0082 -4.4177 -2.1080 0.436 0.307 0.280 0.000
O 3.1317 -5.4599 -2.5564 -0.391 -0.018 -0.043 0.000
C 1.9941 -5.5963 -1.8615 0.243 -0.116 0.001 0.000
O 1.6534 -4.9279 -0.9173 0.003 -0.111 -0.268 0.000
O 1.3102 -6.6254 -2.3821 0.155 0.287 0.036 0.000
C 0.1178 -6.9460 -1.6670 -0.391 -0.176 0.125 0.000
H 5.2747 -5.7786 -1.0103 0.067 0.129 -0.097 0.000
H 5.4817 -4.0677 -0.5695 -0.018 -0.032 -0.069 0.000
H 4.0696 -4.9788 -0.0157 0.004 0.130 -0.084 0.000
H 4.7238 -4.2459 -2.9140 -0.230 -0.216 -0.109 0.000
H 3.4552 -3.4871 -1.9622 -0.122 -0.172 0.062 0.000
H -0.5246 -6.0712 -1.5541 0.168 -0.031 0.093 0.000
H 0.3709 -7.3657 -0.6915 -0.058 0.173 -0.008 0.000
H -0.4220 -7.6996 -2.2402 0.264 0.073 -0.114 0.000
```
Forces are in eV/Å.

=====

no.,energy (eV)
1,-42731.242
2,-28854.229
3,-94733.676
4,-72351.407